Entry 1:
119
Properties=species:S:1:pos:R:3:forces:R:3 method="wB97M-V/def2-TZVPD" charge=-1 homo_energy_ha="-0.1645 / -0.1753" s2=8.76 total_energy_ha=-8829.09958 multiplicity=6 orbital_gap_ha="0.236 / 0.247"
Ho -1.6600 -1.3124 0.6165 -0.688 0.440 -1.212
N 1.6078 -3.4104 -1.7305 -0.685 0.243 0.683
P 1.2780 -3.3114 -0.1066 0.394 -0.128 -0.993
C 0.5586 -4.8463 0.3649 0.068 -1.433 0.712
C -0.2225 -5.6073 -0.5149 0.100 1.004 -1.417
C -0.8474 -6.7435 -0.1171 -0.583 -0.988 -0.086
C -0.6499 -7.2167 1.1542 -1.183 -1.120 1.240
C 0.1535 -6.5570 2.0569 0.763 0.562 -0.941
C 0.7973 -5.3778 1.6388 -0.581 -0.289 0.376
C 2.8864 -3.2438 0.7014 0.154 -0.781 -0.906
C 3.9881 -3.9502 0.1980 0.346 0.551 0.931
C 5.1921 -3.9350 0.8820 -0.942 0.525 0.507
C 5.2782 -3.2380 2.0716 -0.052 0.554 0.418
C 4.1973 -2.5274 2.5576 -0.297 0.673 1.381
C 3.0013 -2.5226 1.8596 0.385 -0.132 0.347
P 0.7680 -2.5185 -2.9235 -0.024 0.144 -0.898
C 2.0466 -1.2130 -3.2657 0.019 -0.683 1.247
C 2.1639 -0.6105 -4.4889 0.186 0.032 -0.320
C 3.1082 0.3692 -4.6822 -0.204 0.688 -0.888
C 3.8848 0.8327 -3.6448 0.056 -0.099 -0.883
C 3.7988 0.2332 -2.4301 0.390 0.362 2.020
C 2.8879 -0.7837 -2.2298 -0.441 -0.152 -0.355
C 1.1460 -3.7254 -4.3164 0.171 -0.052 -0.121
C 2.4293 -3.7490 -4.9254 -0.621 0.874 1.344
C 2.7862 -4.7377 -5.8059 0.119 -1.187 -0.773
C 1.8284 -5.7009 -6.2091 -0.775 1.406 1.042
C 0.4996 -5.5821 -5.7317 1.156 -0.118 0.030
C 0.1750 -4.6686 -4.7184 0.600 0.559 -1.180
H 2.3585 -3.9898 -2.0128 0.738 -0.527 -0.315
H -0.3794 -5.3702 -1.5741 0.239 0.604 0.549
H -1.5069 -7.2967 -0.7861 0.219 0.268 0.037
H -1.2334 -8.0989 1.4964 0.636 0.551 -0.322
H 0.3503 -7.0221 3.0018 0.040 0.190 0.501
H 1.4469 -4.8670 2.3380 0.012 0.103 -0.042
H 3.9846 -4.4833 -0.7094 -0.419 -0.635 -1.023
H 6.0511 -4.4568 0.5643 0.712 -0.576 -0.666
H 6.2055 -3.1956 2.6073 0.370 -0.148 0.230
H 4.2131 -1.9800 3.5430 0.321 -0.601 -1.221
H 2.1334 -1.9933 2.1727 -0.452 0.386 0.472
H 1.5691 -0.9498 -5.3086 -0.399 -0.075 -0.477
H 3.1961 0.8282 -5.6624 0.023 -0.021 0.041
H 4.5605 1.6297 -3.8137 0.607 0.686 -0.119
H 4.3947 0.6391 -1.5770 -0.522 -0.564 -0.729
H 2.7898 -1.2123 -1.2548 -0.009 -0.267 0.371
H 3.1210 -2.9334 -4.6235 -0.307 -0.904 -0.384
H 3.8246 -4.7770 -6.1817 -0.714 -0.027 0.113
H 2.0664 -6.4893 -6.8871 0.233 -0.279 -0.457
H -0.2786 -6.2091 -6.1616 0.162 -0.060 0.243
H -0.8754 -4.6177 -4.4543 0.165 0.187 0.594
S -4.7653 -5.9167 -0.0770 0.978 0.319 0.034
As -3.7520 -3.9618 0.1011 -0.595 -0.696 -0.265
S -2.6266 -3.4714 1.8531 -0.123 -0.343 0.710
S -2.6155 -3.0739 -1.4624 0.255 0.015 -0.277
S -5.7878 -3.3664 0.1032 -0.686 0.704 0.121
O -3.9042 -0.4165 0.1959 -0.011 0.794 -0.187
H -4.5765 -1.0115 -0.1672 -0.102 -0.507 0.181
H -3.8865 0.2962 -0.4873 0.211 -0.166 0.102
O 0.1352 -1.8156 1.5097 1.302 -0.344 -0.268
N 0.4288 -1.9911 0.0263 -0.263 0.946 1.113
N 2.9681 0.5649 1.1982 -0.888 -0.230 -1.940
H 3.7611 -0.0466 1.1676 0.609 -0.251 0.029
H 2.3163 0.1379 0.4770 0.696 0.733 1.274
H 2.5538 0.4295 2.0984 -0.529 0.037 0.560
C -1.9132 2.1985 -4.8868 0.453 -1.364 0.184
O -1.2621 1.5744 -3.7714 -0.987 0.023 0.543
C -2.0145 1.1177 -2.7101 1.106 0.420 -0.360
S -3.6853 1.2814 -2.6524 0.786 -0.129 0.117
S -0.8449 0.4974 -1.5995 -0.900 -0.085 0.457
H -2.4457 1.3875 -5.4173 -0.090 0.705 -0.008
H -1.0562 2.5336 -5.4760 -0.416 0.293 -0.099
H -2.5827 2.9769 -4.5379 -0.090 0.172 -0.245
C -0.3011 -0.5676 4.0755 -0.226 0.601 -0.588
C -0.1438 0.6397 3.1827 -0.525 1.355 -0.179
O 0.7853 1.4674 3.4178 -0.818 -1.164 -0.512
N -1.1091 0.8529 2.2395 0.796 -0.191 0.569
Te -0.6025 2.5704 1.3340 0.461 -0.369 -0.072
C 0.2027 4.0950 2.6071 0.320 -0.122 -0.928
C -0.3583 4.4325 3.8105 -0.815 0.732 0.833
C -1.5570 3.7424 4.4201 -0.243 -0.461 -0.796
C 0.1527 5.5332 4.4865 0.656 1.234 0.924
C 1.2350 6.3032 4.0453 -0.649 -1.147 -1.185
C 1.6814 7.5222 4.8310 0.806 -0.847 -0.864
C 1.8265 5.8555 2.8268 0.011 1.117 0.915
C 1.3433 4.7776 2.0907 -0.024 -0.168 0.634
C 2.1189 4.2884 0.8841 1.111 -0.538 0.662
C -2.5527 3.3359 0.9863 -0.174 -0.800 -0.008
C -3.7280 2.9667 1.6955 0.057 0.728 -1.766
C -3.8842 2.0108 2.8004 0.871 0.155 1.775
C -4.9266 3.4486 1.1678 -0.383 -0.290 -0.443
C -5.0073 4.1600 -0.0318 -0.999 0.762 0.647
C -6.3709 4.6997 -0.4821 1.192 0.711 -0.330
C -3.8462 4.5085 -0.6817 0.681 -0.946 -0.101
C -2.6143 4.0234 -0.2380 0.116 0.615 0.484
C -1.3623 4.3656 -1.0434 -1.398 -0.738 -0.222
H 0.6805 -0.9857 4.0035 0.527 -0.762 0.482
H -1.0421 -1.2790 3.6888 0.152 0.227 0.447
H -0.5014 -0.1841 5.0901 -0.003 -0.429 -0.367
H -1.3505 2.6700 4.5038 -0.204 0.099 -0.160
H -2.4869 3.9086 3.8425 0.631 -0.227 -0.050
H -1.8197 4.0819 5.4045 0.344 0.403 0.575
H -0.2934 5.8613 5.4388 -0.031 -0.393 -0.439
H 1.0961 7.6078 5.7232 -0.485 0.351 0.380
H 1.6953 8.4367 4.2314 -0.300 -0.093 0.126
H 2.7086 7.3627 5.1540 0.204 0.045 0.067
H 2.6874 6.4351 2.4717 -0.208 -0.413 -0.105
H 3.0556 4.8391 0.6857 -0.554 0.253 0.374
H 1.5534 4.3314 -0.0227 -0.446 -0.223 -0.615
H 2.4976 3.2536 1.0649 -0.617 0.440 -0.254
H -2.9710 1.6748 3.2845 0.010 0.254 -0.193
H -4.3562 1.1182 2.4888 -0.640 -0.969 -0.698
H -4.5175 2.4422 3.5713 -0.165 0.116 0.150
H -5.8704 3.1371 1.6407 0.464 0.203 -0.077
H -6.6498 5.5174 0.2078 0.058 -0.146 -0.537
H -7.1404 3.9708 -0.4202 -0.618 -0.858 0.169
H -6.3516 5.0440 -1.5421 0.093 -0.009 0.848
H -3.8485 5.0085 -1.6309 -0.259 0.340 -0.278
H -1.7048 4.8612 -1.9536 0.345 0.311 0.139
H -0.8555 3.4578 -1.3725 0.155 -0.060 0.072
H -0.7136 4.9721 -0.4408 0.524 0.525 0.014

Entry 2:
15
Properties=species:S:1:pos:R:3:forces:R:3 method="wB97M-V/def2-TZVPD" charge=0 homo_energy_ha="-0.3213 / -0.3600" e_above_lowest_kcal_mol=47.6 total_energy_ha=-889.09349 smiles="CSC1=C(C#N)C(=O)NC1=O" orbital_gap_ha="0.226 / 0.285"
C 2.5502 1.0012 0.0533 0.889 -2.288 -0.676
S 0.9549 1.7016 -0.2345 -1.288 -0.344 -0.521
C -0.0189 0.3334 -0.1511 -6.367 3.084 -0.308
C -1.8615 0.2586 -0.1314 6.446 2.313 0.311
C -2.4313 1.5485 -0.1492 0.207 -1.611 -0.389
N -2.6732 2.6619 -0.3236 -0.308 0.433 0.202
C -2.0883 -1.1561 0.0691 -0.772 -0.489 -1.019
O -3.1590 -1.7216 0.0829 0.137 0.132 0.514
N -0.8633 -1.7915 0.0110 1.982 -2.479 1.177
C 0.3179 -0.9926 -0.0367 -0.659 -3.443 0.212
O 1.4200 -1.4921 0.0114 0.169 -0.653 -0.035
H 3.1682 0.6492 -0.8627 -1.078 1.247 1.435
H 2.4355 0.0714 0.6465 0.107 0.857 -0.308
H 2.9282 1.7426 0.7010 1.472 0.823 0.266
H -0.6792 -2.8143 0.3140 -0.936 2.419 -0.861